No. 1
{"formula": "C22H35CaNO4P2", "method": "ωB97M-V with the def2-TZVPD basis set", "fmax_ev_per_a": 2.3, "homo_energy_ha": [-0.12763, -0.16780], "relative_energy_ev": 3.843, "lumo_energy_ev": [-0.71, -0.68], "charge": 0, "species": ["P", "P", "C", "C", "H", "H", "H", "H", "C", "H", "H", "H", "C", "H", "H", "H", "C", "H", "H", "H", "C", "H", "H", "H", "Ca", "C", "C", "C", "C", "C", "C", "C", "C", "C", "H", "H", "H", "H", "H", "H", "H", "H", "H", "H", "H", "H", "H", "H", "H", "O", "C", "O", "C", "C", "C", "C", "C", "C", "N", "O", "O", "H", "H", "H", "H"], "coordinates": [[2.5913, 0.6048, 0.2948], [0.1319, -1.0377, -2.8938], [2.6652, -0.3590, -1.2589], [1.8759, -0.2419, -2.5897], [2.8677, -1.4092, -1.0413], [3.6834, -0.0401, -1.5571], [1.9125, 0.7918, -2.9666], [2.4374, -0.8821, -3.2980], [0.5661, -2.7906, -3.0306], [-0.3239, -3.3940, -2.7901], [1.3536, -3.1035, -2.3245], [0.9101, -3.0658, -4.0378], [-0.6539, -0.5223, -4.4544], [-0.4867, -1.2313, -5.2850], [-0.3802, 0.4938, -4.7591], [-1.7382, -0.4931, -4.2324], [4.0611, 0.1081, 1.2786], [3.9071, 0.3650, 2.3456], [4.9804, 0.5888, 0.9062], [4.2095, -0.9739, 1.2367], [2.7900, 2.3232, -0.2788], [2.1553, 2.4825, -1.1429], [3.8202, 2.5484, -0.5756], [2.4849, 3.0534, 0.4653], [0.0321, -1.3813, -0.1434], [3.6180, -1.4897, -4.8013], [3.6538, -2.7500, -4.3180], [4.9158, -3.4465, -3.9211], [5.9008, -2.5106, -3.1658], [5.3429, -1.3705, -2.3463], [5.4851, -0.1085, -2.8336], [5.5950, 0.2264, -4.2911], [4.8610, -0.7566, -5.2514], [1.0745, 0.4458, 1.3090], [2.6652, -1.0214, -5.1299], [2.7611, -3.3765, -4.2535], [5.4913, -3.7927, -4.8033], [4.6719, -4.3433, -3.3220], [6.5144, -3.1560, -2.5067], [6.6321, -2.1186, -3.8978], [5.0147, -1.6060, -1.3205], [5.5868, 0.7843, -2.1966], [6.6470, 0.2136, -4.6500], [5.2324, 1.2610, -4.4529], [4.5453, -0.1368, -6.1014], [5.5923, -1.4626, -5.6769], [0.3193, 1.1527, 0.9676], [1.6254, 0.9024, 2.1655], [0.4319, -0.3784, 1.8288], [-1.6728, -1.7837, 1.4993], [-2.3676, -0.8191, 0.9608], [-1.8096, -0.1146, 0.0163], [-3.7789, -0.4812, 1.3730], [-4.4517, -1.3829, 2.2178], [-5.6605, -1.0591, 2.8124], [-6.2216, 0.1856, 2.4550], [-5.6294, 1.0899, 1.5388], [-4.4162, 0.7207, 0.9946], [-7.4763, 0.5269, 3.0476], [-8.0156, -0.3177, 3.8079], [-8.0102, 1.5883, 2.6514], [-3.9738, -2.3214, 2.4116], [-6.1572, -1.7685, 3.4902], [-6.1526, 2.0279, 1.2466], [-3.9297, 1.3557, 0.2700]], "forces_ev_per_angstrom": [[-0.46, -1.84, -0.73], [0.42, 0.99, 1.77], [0.69, 0.18, -0.48], [-0.58, -0.31, -1.17], [-0.40, -0.02, 0.46], [-0.42, 0.18, 0.03], [-0.23, -0.31, 0.05], [0.12, 0.97, 0.86], [0.01, -0.90, -0.67], [0.22, 0.18, -0.18], [-0.20, 0.32, -0.07], [-0.22, 0.00, 0.25], [-0.32, -0.07, -0.39], [0.08, 0.37, 0.36], [0.12, -0.23, 0.09], [0.53, -0.07, -0.15], [-0.21, 0.07, 0.19], [0.02, 0.04, -0.53], [-0.43, 0.05, -0.01], [-0.24, 0.17, -0.09], [0.24, 0.29, 0.03], [-0.19, -0.10, -0.19], [-0.13, -0.19, 0.10], [-0.01, -0.06, 0.28], [-1.80, -0.88, 0.82], [-0.01, -1.14, -0.75], [-0.22, 0.48, -0.83], [0.51, -0.05, 0.13], [0.31, -0.73, -0.17], [1.17, 0.92, -0.54], [0.14, -0.62, 0.82], [0.53, -0.28, -0.53], [-0.03, 0.57, -0.49], [0.35, 0.43, 1.88], [0.62, -0.56, 0.27], [0.22, 0.53, 0.08], [-0.51, -0.08, 0.24], [0.13, 0.44, -0.24], [-0.31, 0.40, -0.09], [-0.45, -0.02, 0.44], [0.60, 0.32, -0.45], [-0.76, -0.48, 0.10], [-0.38, 0.26, 0.37], [0.13, -0.53, 0.18], [0.12, -0.19, 0.03], [-0.35, 0.08, 0.30], [-0.05, 0.40, -0.17], [-1.03, 0.02, 0.21], [1.37, 0.83, -0.85], [0.00, 0.79, -0.90], [-1.36, 0.41, 0.20], [0.41, -0.11, 0.24], [2.09, -0.93, -0.40], [-0.67, 0.39, 0.74], [1.07, -0.60, -0.68], [-1.79, 0.45, 1.24], [0.37, -0.03, -0.53], [-0.30, 0.38, 0.07], [1.09, -0.76, -1.27], [-0.08, 0.77, -0.03], [-0.39, -0.03, 0.63], [0.16, -0.37, 0.23], [0.12, 0.69, -0.48], [0.49, -1.01, 0.41], [0.10, 0.13, -0.03]]}

=====

No. 2
{"formula": "C4H16N2O", "method": "ωB97M-V with the def2-TZVPD basis set", "fmax_ev_per_a": 5.9, "homo_energy_ha": -0.67984, "relative_energy_ev": 2.645, "lumo_energy_ev": -6.85, "charge": 2, "species": ["C", "C", "C", "C", "N", "N", "H", "H", "H", "H", "H", "H", "H", "H", "H", "H", "H", "H", "H", "H", "H", "H", "O"], "coordinates": [[-1.5895, -1.8812, -0.5587], [-0.3590, -1.1108, -0.9451], [-0.3579, 0.4087, -0.7633], [-0.7250, 0.7287, 0.6555], [0.2034, 1.6833, 1.3208], [0.0744, -1.4096, -2.4275], [-1.6035, -2.2488, 0.5548], [-2.6493, -1.4669, -0.8399], [-1.6317, -3.1596, -0.4950], [0.4552, -1.4881, -0.2712], [-1.1130, 0.8533, -1.4630], [0.5432, 0.8458, -1.1950], [-1.6789, 1.1032, 0.7382], [-0.6453, -0.1273, 1.2991], [1.2002, 1.7506, 1.1651], [-0.1605, 2.7648, 1.4020], [0.0989, 1.3700, 2.3561], [-0.0898, -2.3913, -2.7733], [1.2544, -1.1718, -2.4394], [-0.2253, -0.8095, -3.1919], [3.3999, 2.5742, 2.3206], [2.9219, 1.2926, 3.1287], [2.6774, 1.8898, 2.4224]], "forces_ev_per_angstrom": [[-2.87, -3.64, 2.35], [0.69, -1.16, 0.10], [-1.62, -0.08, -2.20], [2.67, -0.27, -0.28], [-2.76, 3.33, 3.95], [4.83, 0.01, 0.34], [0.06, 2.43, -0.94], [2.22, -0.88, 0.43], [0.56, 3.09, -2.22], [-0.32, 0.00, -1.11], [0.20, -0.40, 0.66], [0.49, -0.05, 0.76], [-2.15, 0.88, 0.21], [-0.20, -0.73, -0.07], [0.89, -0.50, -0.26], [1.00, -3.18, -0.67], [0.82, 1.10, -1.82], [0.33, 0.90, 0.81], [-4.08, -1.36, -0.19], [-0.80, 0.47, 0.23], [-1.05, -1.27, 0.42], [0.43, -0.03, 0.30], [0.66, 1.33, -0.82]]}

=====

What did the second record say?
{"formula": "C4H16N2O", "method": "ωB97M-V with the def2-TZVPD basis set", "fmax_ev_per_a": 5.9, "homo_energy_ha": -0.67984, "relative_energy_ev": 2.645, "lumo_energy_ev": -6.85, "charge": 2, "species": ["C", "C", "C", "C", "N", "N", "H", "H", "H", "H", "H", "H", "H", "H", "H", "H", "H", "H", "H", "H", "H", "H", "O"], "coordinates": [[-1.5895, -1.8812, -0.5587], [-0.3590, -1.1108, -0.9451], [-0.3579, 0.4087, -0.7633], [-0.7250, 0.7287, 0.6555], [0.2034, 1.6833, 1.3208], [0.0744, -1.4096, -2.4275], [-1.6035, -2.2488, 0.5548], [-2.6493, -1.4669, -0.8399], [-1.6317, -3.1596, -0.4950], [0.4552, -1.4881, -0.2712], [-1.1130, 0.8533, -1.4630], [0.5432, 0.8458, -1.1950], [-1.6789, 1.1032, 0.7382], [-0.6453, -0.1273, 1.2991], [1.2002, 1.7506, 1.1651], [-0.1605, 2.7648, 1.4020], [0.0989, 1.3700, 2.3561], [-0.0898, -2.3913, -2.7733], [1.2544, -1.1718, -2.4394], [-0.2253, -0.8095, -3.1919], [3.3999, 2.5742, 2.3206], [2.9219, 1.2926, 3.1287], [2.6774, 1.8898, 2.4224]], "forces_ev_per_angstrom": [[-2.87, -3.64, 2.35], [0.69, -1.16, 0.10], [-1.62, -0.08, -2.20], [2.67, -0.27, -0.28], [-2.76, 3.33, 3.95], [4.83, 0.01, 0.34], [0.06, 2.43, -0.94], [2.22, -0.88, 0.43], [0.56, 3.09, -2.22], [-0.32, 0.00, -1.11], [0.20, -0.40, 0.66], [0.49, -0.05, 0.76], [-2.15, 0.88, 0.21], [-0.20, -0.73, -0.07], [0.89, -0.50, -0.26], [1.00, -3.18, -0.67], [0.82, 1.10, -1.82], [0.33, 0.90, 0.81], [-4.08, -1.36, -0.19], [-0.80, 0.47, 0.23], [-1.05, -1.27, 0.42], [0.43, -0.03, 0.30], [0.66, 1.33, -0.82]]}